1.
Density functional theory data (ωB97M-V/def2-TZVPD) for a single C27H32N4O5S molecule at a distorted geometry.

Each line ends with the Löwdin charge.
Element x y z (Å)
C -2.8515 -3.3956 -0.8466  -0.056
C -3.3647 -1.9588 -0.8737  -0.242
O -3.0809 -1.2584 0.3224  -0.063
C -1.8782 -0.6652 0.4916  -0.270
C -0.7873 -0.7755 -0.3671  -0.011
C 0.3851 -0.0969 -0.0900  -0.005
C 0.4894 0.7005 1.0383  -0.266
N 1.7074 1.3771 1.3302  -0.004
C 2.5371 0.7811 2.3668  -0.024
C 3.4563 -0.2983 1.7682  -0.468
O 3.2693 -1.4837 1.9452  0.064
N 4.4504 0.2240 1.0354  0.109
C 5.3980 -0.5728 0.2848  -0.315
C 5.1479 -0.4234 -1.2183  -0.148
C 6.1578 -1.2461 -2.0124  -0.201
C 7.5822 -0.8236 -1.6671  -0.212
C 7.8322 -0.9771 -0.1701  -0.202
C 6.8270 -0.1515 0.6271  -0.150
C 2.1902 2.4065 0.6137  -0.504
O 3.3233 2.8391 0.7639  0.042
C 1.2524 3.0472 -0.3962  -0.302
S -0.2520 3.7258 0.3949  1.053
C -1.4392 2.8173 -0.4551  -0.676
N -1.2658 2.0349 -1.4795  0.055
N -2.4812 1.5483 -1.7941  0.123
C -3.3294 2.0539 -0.9652  -0.305
C -4.7896 1.7887 -0.9010  -0.106
O -5.0065 0.9478 0.2080  -0.036
C -6.1941 0.2761 0.2973  -0.269
C -7.3143 0.5400 -0.4796  -0.025
C -8.4698 -0.2020 -0.2886  -0.086
C -8.5195 -1.1995 0.6663  -0.101
C -7.3993 -1.4598 1.4416  -0.079
C -6.2426 -0.7308 1.2608  -0.012
O -2.7293 2.8845 -0.0775  0.102
C -0.5893 0.7999 1.9110  -0.027
C -1.7594 0.1286 1.6377  0.016
H -1.7697 -3.4254 -0.7448  0.069
H -3.2884 -3.9253 -0.0038  0.080
H -3.1341 -3.9013 -1.7657  0.078
H -2.9713 -1.4092 -1.7370  0.115
H -4.4578 -1.9611 -0.9321  0.120
H -0.8375 -1.3733 -1.2616  0.112
H 1.2283 -0.1909 -0.7578  0.127
H 3.1395 1.5695 2.8251  0.135
H 1.8863 0.3169 3.1086  0.134
H 4.4852 1.2305 0.9136  0.116
H 5.2318 -1.6130 0.5845  0.152
H 4.1320 -0.7500 -1.4509  0.112
H 5.2354 0.6320 -1.4893  0.121
H 5.9783 -1.1172 -3.0817  0.108
H 6.0260 -2.3039 -1.7750  0.116
H 8.2957 -1.4307 -2.2276  0.107
H 7.7311 0.2196 -1.9547  0.113
H 8.8471 -0.6573 0.0739  0.108
H 7.7361 -2.0290 0.1074  0.115
H 6.9976 -0.2801 1.6976  0.118
H 6.9505 0.9079 0.3890  0.121
H 1.7799 3.8789 -0.8624  0.090
H 0.9033 2.3421 -1.1481  0.070
H -5.3320 2.7387 -0.7851  0.146
H -5.0827 1.3000 -1.8381  0.142
H -7.3048 1.3194 -1.2261  0.105
H -9.3372 0.0101 -0.8961  0.104
H -9.4237 -1.7715 0.8073  0.099
H -7.4274 -2.2390 2.1884  0.105
H -5.3543 -0.9240 1.8396  0.114
H -0.5110 1.4218 2.7904  0.125
H -2.6139 0.2128 2.2899  0.124

As for the energy relative to the best compared isomer or geometry (same formula, charge and spin): 132.3 kJ/mol. The value obtained for the HOMO-LUMO gap is 9.08 eV. The calculation puts the HOMO energy at -8.465 eV. The structure (SMILES) is CCOc1ccc(N(CC(=O)NC2CCCCC2)C(=O)CSc2nnc(COc3ccccc3)o2)cc1. The calculation puts the molecular weight at 524.6 g/mol.

***

2.
Density functional theory data (ωB97M-V/def2-TZVPD) for a single C27H32N4O6 molecule.

Each line ends with the Löwdin charge.
Element x y z (Å)
C 3.2215 2.9740 1.5507  -0.080
O 1.9540 3.3034 2.0577  -0.055
C 0.8558 2.8501 1.3913  -0.174
C 0.9015 2.0856 0.2385  0.033
C -0.2734 1.6445 -0.3546  -0.164
C -0.1861 0.8264 -1.6251  -0.112
C -1.4979 0.1069 -2.0168  -0.446
O -2.0095 0.2801 -3.1056  0.071
N -1.9577 -0.7108 -1.0674  0.123
C -3.1064 -1.5741 -1.2299  -0.295
C -4.2257 -1.1714 -0.2634  -0.142
C -3.8267 -1.4295 1.1874  -0.204
C -3.4695 -2.8997 1.3832  -0.200
C -2.3286 -3.2986 0.4521  -0.193
C -2.7058 -3.0356 -1.0045  -0.138
N 0.9024 -0.1523 -1.5682  0.027
C 1.7745 -0.2937 -2.7228  -0.043
C 3.2191 -0.1359 -2.3630  -0.274
C 4.3290 -0.8079 -2.7851  -0.026
C 5.4274 -0.2299 -2.1026  -0.050
C 4.9060 0.7484 -1.3179  -0.112
O 3.5715 0.8194 -1.4744  0.022
C 1.0609 -0.9328 -0.4855  -0.382
O 0.3233 -0.9210 0.4905  0.079
C 2.2487 -1.8490 -0.4905  -0.183
C 3.2587 -1.6846 0.4595  -0.060
N 4.3097 -2.4820 0.4932  0.102
C 4.3454 -3.4760 -0.3817  -0.115
C 3.3076 -3.6864 -1.2797  -0.110
N 2.2679 -2.8703 -1.3408  0.144
C -1.4920 2.0207 0.1800  0.035
C -1.5605 2.8139 1.3225  -0.169
O -2.7491 3.2387 1.8594  -0.101
C -3.9509 2.7797 1.2918  -0.069
C -0.3797 3.2178 1.9589  -0.124
O -0.2830 3.9949 3.0769  -0.051
C -1.3138 3.9738 4.0385  -0.071
H 3.3796 1.8900 1.5284  0.087
H 3.9372 3.4273 2.2353  0.097
H 3.3739 3.3814 0.5453  0.099
H 1.8468 1.8111 -0.1980  0.095
H 0.0414 1.5110 -2.4510  0.161
H -1.4263 -0.7867 -0.2068  0.100
H -3.4471 -1.4351 -2.2625  0.146
H -5.1171 -1.7547 -0.5033  0.119
H -4.4683 -0.1170 -0.4128  0.105
H -4.6536 -1.1569 1.8476  0.109
H -2.9670 -0.8110 1.4548  0.107
H -3.1797 -3.0764 2.4206  0.109
H -4.3464 -3.5164 1.1697  0.113
H -2.0995 -4.3588 0.5792  0.111
H -1.4307 -2.7360 0.7149  0.095
H -3.5495 -3.6712 -1.2818  0.118
H -1.8668 -3.2840 -1.6578  0.116
H 1.4867 0.4677 -3.4532  0.142
H 1.6386 -1.2765 -3.1867  0.135
H 4.3574 -1.6135 -3.4894  0.116
H 6.4562 -0.5120 -2.1845  0.105
H 5.3549 1.4366 -0.6301  0.121
H 3.2192 -0.8916 1.1928  0.124
H 5.2162 -4.1150 -0.3464  0.105
H 3.2995 -4.5191 -1.9691  0.108
H -2.3978 1.7131 -0.3132  0.105
H -4.0269 1.6888 1.3354  0.082
H -4.7422 3.2192 1.8980  0.098
H -4.0647 3.1148 0.2560  0.101
H -0.8843 4.4358 4.9276  0.093
H -2.1856 4.5464 3.7144  0.087
H -1.6227 2.9521 4.2740  0.101

As for the energy relative to the best compared isomer or geometry (same formula, charge and spin): 394.7 kJ/mol. The value obtained for the HOMO-LUMO gap is 8.02 eV. The calculation puts the HOMO energy at -7.814 eV. The structure (SMILES) is COc1cc([C@H](C(=O)NC2CCCCC2)N(Cc2ccco2)C(=O)c2cnccn2)cc(OC)c1OC. The calculation puts the molecular weight at 508.6 g/mol.

***

3.
Density functional theory data (ωB97M-V/def2-TZVPD) for a molecular structure, C27H33B2F4N2O3S3Tc at a distorted geometry.

Each line ends with the Löwdin spin population.
Element x y z (Å)
Tc -0.7841 1.1073 0.2456  0.918
O 0.7546 1.2048 -0.5385  -0.011
C 1.5118 1.4917 -1.8277  0.013
C 1.2301 0.3082 -2.7091  0.001
C 0.0185 -0.2843 -2.9407  0.010
C 0.1062 -1.3676 -3.8510  0.001
C 1.3831 -1.5573 -4.2895  0.000
S 2.4779 -0.4546 -3.5952  0.002
C 0.9241 2.7814 -2.3221  0.001
C 1.1038 4.0161 -1.7530  0.000
C 0.3106 5.0183 -2.3675  0.000
C -0.4526 4.5128 -3.3818  0.000
S -0.2126 2.8436 -3.6016  0.002
C 2.9559 1.6274 -1.4567  -0.001
C 3.8762 2.4843 -1.9844  0.001
C 5.1799 2.2677 -1.4592  0.000
C 5.2071 1.2616 -0.5444  0.001
S 3.6720 0.5555 -0.3189  0.001
H -0.9170 0.0313 -2.4912  0.008
H -0.7350 -1.9698 -4.1603  0.000
H 1.7415 -2.2933 -4.9919  0.000
H 1.8047 4.1960 -0.9473  0.000
H 0.3222 6.0629 -2.0894  0.000
H -1.1340 5.0451 -4.0271  0.000
H 3.6396 3.2301 -2.7299  0.000
H 6.0494 2.8394 -1.7475  0.000
H 6.0534 0.8948 0.0144  0.000
F -3.7370 1.4590 -1.6036  0.003
B -4.3937 1.4308 -0.4458  0.003
F -5.1346 0.4027 -0.1144  0.000
F -4.4803 2.5758 0.2388  0.000
F -2.6237 0.8304 0.6312  0.020
C -0.2800 5.5179 2.0063  0.000
C -1.5866 4.8266 2.3798  0.003
C -1.7582 4.8128 3.8935  0.000
C -2.7754 5.5232 1.7119  0.001
N -1.4972 3.3959 1.9902  0.028
N -1.4999 3.1726 0.5767  -0.005
H -0.2855 6.5422 2.3791  0.000
H -0.1381 5.5835 0.9224  0.000
H 0.5714 4.9945 2.4434  0.000
H -1.8209 5.8330 4.2703  0.000
H -0.9160 4.3145 4.3744  0.000
H -2.6779 4.2959 4.1793  0.000
H -2.9339 6.5059 2.1557  0.000
H -3.6931 4.9447 1.8452  0.000
H -2.6142 5.6764 0.6418  0.000
H -2.2779 2.8719 2.3734  0.001
H -0.8181 3.7896 0.1358  0.002
H -2.4080 3.3572 0.1448  0.001
C 2.1446 -6.6903 0.7843  0.000
C 0.7014 -6.7182 1.3060  0.000
C 0.7164 -6.8085 2.8383  0.000
C 0.0172 -7.9675 0.7527  0.000
C -0.0163 -5.4309 0.8889  0.000
C -1.1882 -5.4397 0.1307  0.000
C -1.8458 -4.2714 -0.2640  0.000
C -1.2864 -3.0909 0.1459  -0.001
O -1.7143 -1.7826 -0.0878  0.001
B -0.7639 -1.0111 0.5431  -0.002
O 0.2076 -1.7393 1.1745  0.000
C -0.1354 -3.0662 0.8997  -0.001
C 0.5267 -4.2015 1.2853  0.000
H 2.6621 -7.6072 1.0728  0.000
H 2.7090 -5.8494 1.1905  0.000
H 2.1635 -6.6166 -0.3051  0.000
H 1.1861 -7.7417 3.1554  0.000
H -0.2986 -6.7849 3.2395  0.000
H 1.2764 -5.9846 3.2845  0.000
H 0.5906 -8.8483 1.0450  0.000
H -0.0346 -7.9540 -0.3378  0.000
H -0.9936 -8.0874 1.1481  0.000
H -1.6189 -6.3842 -0.1677  0.000
H -2.7457 -4.2979 -0.8626  0.000
H 1.4312 -4.1361 1.8752  0.000

As for the energy relative to the best compared isomer or geometry (same formula, charge and spin): 188.7 kJ/mol. The value obtained for the HOMO-LUMO gap (alpha / beta) is 6.00 / 5.86 eV. As for the spin multiplicity: 2. The calculation puts the HOMO energy (alpha / beta) at -10.938 / -10.938 eV. As for the total charge: +1. The calculation puts the molecular weight at 725.4 g/mol.

***

Question: Which of these has the highest molecular weight?
Answer: C27H33B2F4N2O3S3Tc

***

Question: Among the records above, which one has the highest molecular weight?
Answer: C27H33B2F4N2O3S3Tc

***

Question: The highest energy relative to the best compared isomer or geometry (same formula, charge and spin) belongs to which entry?
Answer: C27H32N4O6